Entry 1:
The following is a DFT calculation (ωB97M-V/def2-TZVPD) of a structure of composition C17H19ClO3RhS.

Calculated values
Energy relative to the best compared isomer or geometry (same formula, charge and spin)   14.2 kcal per mole
Total charge   +1
Highest occupied orbital energy (alpha / beta)   -10.99 / -10.99 eV

Element x y z (Å)
1 Rh -0.256 -0.658 0.199
2 C 3.040 -1.162 2.947
3 C 2.267 -1.260 1.663
4 O 1.380 -0.395 1.502
5 C 2.560 -2.303 0.694
6 C 3.526 -3.281 1.030
7 C 3.897 -4.262 0.148
8 C 3.300 -4.291 -1.120
9 C 2.358 -3.362 -1.487
10 C 1.962 -2.347 -0.598
11 O 1.097 -1.454 -1.045
12 H 2.628 -0.353 3.543
13 H 4.097 -0.975 2.753
14 H 2.974 -2.097 3.503
15 H 3.989 -3.257 2.006
16 H 4.635 -5.000 0.425
17 H 3.582 -5.065 -1.823
18 H 1.894 -3.389 -2.464
19 Cl -1.641 -1.697 2.225
20 C -2.400 -0.315 1.420
21 C -2.925 0.725 2.192
22 C -3.488 1.796 1.542
23 C -3.508 1.861 0.132
24 C -2.992 0.844 -0.615
25 C -2.459 -0.321 0.012
26 C -1.874 -1.400 -0.741
27 H -2.882 0.670 3.270
28 H -3.916 2.603 2.122
29 H -3.938 2.725 -0.357
30 H -2.991 0.884 -1.696
31 H -1.902 -1.347 -1.822
32 H -1.927 -2.401 -0.324
33 C 1.601 3.113 -1.066
34 S 1.611 1.338 -1.138
35 C 1.563 1.089 -2.898
36 O 0.148 1.058 -0.671
37 H 0.699 3.489 -1.546
38 H 2.495 3.476 -1.576
39 H 1.630 3.406 -0.020
40 H 2.522 1.404 -3.310
41 H 0.740 1.665 -3.320
42 H 1.421 0.022 -3.048

Entry 2:
The following is a DFT calculation (ωB97M-V/def2-TZVPD) of a structure of composition C17H19FeN11O5SSi.

Calculated values
Total charge   -2
Highest occupied orbital energy (alpha / beta)   -1.91 / -1.94 eV

Element x y z (Å)
1 Fe -0.070 0.022 0.086
2 N -2.882 1.841 0.336
3 C -2.347 1.318 1.502
4 N -2.872 1.555 2.693
5 N -2.077 0.851 3.535
6 N -1.146 0.241 2.874
7 N -1.299 0.525 1.559
8 C -2.367 1.676 -0.934
9 N -2.913 2.234 -2.005
10 N -2.132 1.799 -3.022
11 N -1.187 1.037 -2.574
12 N -1.314 0.941 -1.229
13 H -3.659 2.466 0.436
14 O 1.097 -0.416 -1.571
15 C 0.815 -1.245 -2.413
16 C -0.090 -2.380 -2.252
17 C -0.042 -3.351 -3.226
18 C -0.803 -4.496 -3.126
19 C -1.688 -4.673 -2.031
20 C -1.775 -3.729 -1.064
21 C -0.966 -2.515 -1.093
22 O -1.047 -1.675 -0.185
23 N -0.683 -5.521 -4.135
24 O 0.120 -5.363 -5.053
25 O -1.418 -6.504 -4.059
26 H 1.327 -1.193 -3.394
27 H 0.613 -3.225 -4.081
28 H -2.291 -5.570 -1.992
29 H -2.449 -3.837 -0.225
30 C 3.053 2.765 2.046
31 Si 2.008 2.771 0.481
32 C 3.238 2.859 -0.953
33 C 1.101 4.406 0.456
34 O 1.048 1.536 0.400
35 H 3.712 3.639 2.118
36 H 3.672 1.861 2.097
37 H 2.390 2.750 2.917
38 H 3.898 3.733 -0.874
39 H 2.690 2.920 -1.899
40 H 3.865 1.960 -0.991
41 H 1.785 5.262 0.527
42 H 0.397 4.453 1.293
43 H 0.524 4.496 -0.470
44 S 1.538 -1.428 1.886
45 C 2.536 -1.693 0.590
46 N 2.412 -2.822 -0.172
47 C 3.113 -3.105 -1.297
48 C 4.071 -2.256 -1.733
49 C 4.280 -1.060 -0.987
50 C 3.553 -0.785 0.116
51 H 1.649 -3.423 0.114
52 H 2.843 -4.020 -1.806
53 H 4.625 -2.478 -2.633
54 H 5.014 -0.340 -1.331
55 H 3.654 0.144 0.656